# 1
Here is a cluster of 3 separate species, C36H53N2O4P in total in a non-equilibrium geometry from the OMol25 dataset. Energies are from ωB97M-V/def2-TZVPD.

```
96
Properties=species:S:1:pos:R:3:forces:R:3:lowdin_charge:R:1
C 5.313 -4.094 1.556 -0.37 0.80 -1.26 -0.182
C 5.949 -2.744 0.969 0.14 -0.07 0.71 -0.412
P 4.981 -2.344 -0.590 -1.54 -0.55 0.36 0.970
C 5.445 -3.443 -2.041 -0.32 0.07 -0.89 -0.410
C 4.230 -3.323 -3.094 0.04 0.58 0.99 -0.177
C 5.029 -0.527 -1.025 0.50 2.77 -0.42 -0.292
C 6.185 0.176 -1.661 -2.26 2.37 0.34 -0.046
C 6.101 1.661 -1.962 -2.38 -1.96 1.23 -0.044
C 4.842 2.411 -1.661 0.75 -2.12 0.51 -0.011
C 3.682 1.756 -1.036 1.85 -2.12 -0.31 -0.042
C 3.797 0.273 -0.698 1.15 1.46 -1.01 -0.046
C 2.542 -0.335 0.010 -0.58 0.22 -0.13 -0.321
O 2.576 -1.143 0.916 0.46 0.67 -0.83 0.061
C 1.145 0.183 -0.457 -0.42 0.48 -0.58 -0.068
C 0.040 -0.786 -0.503 -0.51 3.01 -0.65 0.013
C -1.299 -0.265 -0.909 2.81 1.23 0.50 -0.037
C -1.426 1.173 -1.221 1.51 -0.44 0.35 -0.050
C -0.287 2.143 -1.192 0.58 -2.81 1.00 -0.001
C 1.039 1.630 -0.792 -1.71 -1.71 -0.27 -0.057
C 2.340 2.501 -0.696 -0.08 -0.62 -0.04 -0.267
O 2.317 3.668 -0.351 0.23 -1.18 -0.75 0.079
H 5.574 -4.929 0.848 -0.11 0.53 1.04 0.058
H 5.603 -4.290 2.620 -0.12 0.08 -1.09 0.068
H 4.192 -3.952 1.462 1.24 -0.28 0.42 0.060
H 7.063 -2.803 0.838 -0.99 0.01 0.21 0.068
H 5.708 -1.931 1.720 0.34 -0.68 -1.04 0.081
H 5.408 -4.509 -1.669 0.59 1.21 -0.19 0.070
H 6.411 -3.180 -2.553 -0.76 -0.57 0.52 0.064
H 4.562 -3.510 -4.148 -0.33 0.20 0.99 0.066
H 3.376 -4.009 -2.812 1.10 0.66 -0.34 0.070
H 3.823 -2.276 -2.963 0.32 -1.05 -0.68 0.046
H 7.120 -0.385 -1.920 -1.10 0.59 0.33 0.096
H 6.962 2.220 -2.414 -0.99 -0.78 0.51 0.094
H 4.842 3.497 -1.918 -0.28 -1.07 0.37 0.109
H 0.237 -1.859 -0.235 -0.32 1.34 -0.32 0.118
H -2.143 -1.000 -0.927 0.71 1.05 -0.16 0.091
H -2.442 1.558 -1.492 1.13 -0.36 0.24 0.097
H -0.399 3.229 -1.416 -0.10 -1.18 0.15 0.102
C -2.913 -6.810 -3.316 -0.30 -0.15 -0.07 -0.041
C -2.479 -5.854 -2.180 0.81 -1.52 -1.37 -0.484
C -2.429 -6.629 -0.852 -0.28 0.17 0.36 -0.136
C -3.813 -6.962 -0.303 -0.02 -0.02 -0.04 -0.181
C -4.672 -5.707 -0.197 0.48 -0.14 0.18 -0.135
C -4.734 -4.886 -1.498 -2.14 -0.24 -0.54 -0.487
N -3.393 -4.673 -2.118 1.44 1.16 3.22 -0.053
O -2.774 -3.719 -1.423 -0.61 -0.53 -1.33 -0.034
C -5.671 -5.575 -2.515 0.02 -0.37 -0.13 -0.040
C -5.456 -3.556 -1.187 0.66 0.36 0.07 -0.047
C -1.041 -5.453 -2.572 -0.08 0.68 0.31 -0.046
H -2.085 -7.452 -3.625 0.07 0.18 0.16 0.084
H -3.710 -7.494 -3.029 -0.08 0.11 -0.02 0.059
H -3.232 -6.254 -4.201 -0.02 0.01 0.11 0.093
H -1.887 -6.045 -0.099 -0.03 0.13 -0.14 0.125
H -1.861 -7.556 -0.981 0.03 0.13 -0.23 0.126
H -4.308 -7.711 -0.929 0.03 0.03 -0.03 0.102
H -3.711 -7.416 0.686 -0.02 0.01 -0.06 0.114
H -5.682 -5.991 0.112 -0.04 0.18 -0.19 0.125
H -4.271 -5.086 0.612 0.03 0.12 -0.17 0.124
H -5.630 -5.076 -3.486 0.09 -0.02 0.07 0.093
H -6.709 -5.535 -2.176 0.14 0.13 0.13 0.085
H -5.457 -6.632 -2.662 0.10 0.04 -0.05 0.059
H -4.980 -3.002 -0.376 0.13 -0.05 -0.17 0.076
H -6.485 -3.741 -0.870 0.12 -0.26 -0.11 0.085
H -5.493 -2.911 -2.068 0.06 -0.06 0.04 0.090
H -1.031 -4.916 -3.524 -0.04 0.01 0.07 0.091
H -0.413 -6.340 -2.685 -0.30 -0.10 0.01 0.084
H -0.555 -4.830 -1.820 -0.20 0.08 -0.05 0.073
C -0.626 8.775 3.140 0.34 0.01 0.00 -0.043
C -1.664 7.627 3.141 0.29 2.02 0.69 -0.487
C -1.578 6.864 4.475 0.10 -0.47 -0.02 -0.138
C -0.329 5.994 4.584 0.03 0.02 -0.02 -0.182
C -0.210 5.059 3.385 -0.37 0.10 0.36 -0.131
C -0.313 5.776 2.027 2.01 -0.27 -0.82 -0.476
N -1.454 6.738 1.961 -2.40 -2.53 1.27 -0.057
O -2.570 6.028 1.786 1.08 1.11 -0.45 -0.021
C 1.007 6.518 1.719 0.22 0.23 0.25 -0.032
C -0.384 4.699 0.925 -0.85 0.03 0.16 -0.062
C -3.019 8.363 3.080 -0.32 -0.55 -0.37 -0.049
H -0.974 9.619 3.741 -0.18 -0.17 -0.03 0.082
H 0.332 8.495 3.572 0.02 -0.06 -0.13 0.059
H -0.456 9.154 2.129 -0.01 -0.11 0.05 0.092
H -2.460 6.225 4.596 -0.01 0.05 -0.20 0.124
H -1.598 7.570 5.311 -0.05 0.15 -0.21 0.124
H 0.568 6.614 4.675 -0.03 0.03 -0.03 0.102
H -0.379 5.402 5.502 0.03 0.04 -0.04 0.113
H 0.737 4.516 3.449 -0.02 0.07 -0.26 0.127
H -0.999 4.302 3.463 -0.05 0.10 -0.17 0.125
H 0.910 7.135 0.822 -0.08 -0.02 0.07 0.094
H 1.817 5.809 1.536 -0.22 -0.11 -0.03 0.081
H 1.356 7.150 2.534 -0.10 0.07 -0.03 0.058
H -1.206 3.996 1.080 -0.11 0.24 0.00 0.080
H 0.527 4.103 0.907 0.01 0.32 0.18 0.054
H -0.500 5.152 -0.063 0.00 0.05 0.09 0.092
H -3.111 8.935 2.153 0.02 -0.08 0.01 0.090
H -3.114 9.063 3.913 0.30 -0.08 -0.02 0.083
H -3.871 7.686 3.152 0.15 -0.08 -0.16 0.076
```
Positions in Å, forces in eV/Å.

2S+1: 3
E in hartree: -2155.08333
<S²>: 2.0086

# 2
Here is a structure of composition C36H53N2O7SSi2Ti from the OMol25 dataset. Energies are from ωB97M-V/def2-TZVPD.

```
102
Properties=species:S:1:pos:R:3:forces:R:3:lowdin_charge:R:1
Ti -0.504 -0.480 0.073 0.37 -0.41 -0.43 0.874
C -1.204 2.653 -4.439 0.03 0.00 0.03 -0.010
N -1.109 2.408 -3.007 -0.07 0.06 -0.02 -0.098
C -1.352 3.560 -2.134 0.01 -0.03 -0.04 0.026
C -0.954 1.203 -2.487 -0.07 -0.14 -0.02 -0.382
O -0.930 1.018 -1.263 0.05 0.24 0.19 -0.137
C -0.865 -0.027 -3.385 0.01 0.03 0.03 -0.082
O -0.683 -1.139 -2.544 0.01 0.02 0.09 -0.158
C -1.452 -2.293 -2.792 0.04 -0.02 -0.03 -0.076
C -1.952 -2.813 -1.450 0.03 -0.08 -0.03 -0.377
O -1.742 -2.148 -0.428 -0.04 0.20 0.09 -0.095
N -2.604 -3.967 -1.412 0.00 -0.04 0.04 -0.104
C -2.811 -4.814 -2.577 0.01 0.00 -0.02 -0.012
C -2.996 -4.544 -0.128 0.00 -0.02 -0.03 0.006
H -2.246 2.751 -4.747 0.00 0.01 0.00 0.107
H -0.733 1.856 -5.009 -0.01 0.00 -0.01 0.086
H -0.685 3.582 -4.667 0.00 -0.01 -0.01 0.102
H -2.279 4.044 -2.442 0.01 0.01 -0.01 0.107
H -0.526 4.264 -2.220 0.02 0.02 -0.01 0.090
H -1.445 3.231 -1.104 0.00 0.00 0.03 0.084
H -0.027 0.060 -4.083 0.03 -0.01 0.00 0.140
H -1.789 -0.106 -3.965 -0.02 -0.02 -0.01 0.147
H -0.835 -3.056 -3.273 0.02 0.01 -0.02 0.150
H -2.301 -2.073 -3.445 -0.03 0.02 0.01 0.140
H -2.722 -4.253 -3.502 -0.01 -0.01 0.01 0.084
H -3.817 -5.230 -2.537 0.00 0.00 0.01 0.101
H -2.093 -5.637 -2.586 0.00 0.00 0.00 0.109
H -2.828 -3.821 0.664 0.00 0.01 0.00 0.081
H -2.401 -5.437 0.066 0.01 0.01 0.00 0.104
H -4.051 -4.814 -0.163 0.00 0.00 0.00 0.102
C 1.083 -2.893 3.622 -0.02 0.01 0.03 0.006
C -0.072 -3.311 2.716 0.09 -0.04 0.02 -0.525
C -0.486 -4.748 2.980 -0.05 0.00 0.02 -0.006
O -1.183 -2.429 2.879 0.00 0.01 0.09 -0.020
C 0.374 -3.128 1.262 0.03 -0.11 -0.22 -0.531
O 0.626 -4.065 0.532 -0.03 -0.01 0.01 0.103
O 0.521 -1.883 0.877 -0.15 0.26 0.22 -0.189
H 0.774 -2.968 4.667 0.01 0.00 -0.01 0.099
H 1.377 -1.865 3.414 0.00 0.00 0.01 0.066
H 1.946 -3.545 3.481 0.00 0.01 -0.02 0.105
H -0.769 -4.860 4.028 0.00 0.01 -0.01 0.094
H 0.326 -5.438 2.760 0.00 0.02 -0.01 0.096
H -1.342 -5.013 2.360 0.01 -0.01 0.01 0.074
H -1.285 -2.248 3.822 -0.02 0.01 -0.07 0.103
C -3.864 0.059 -1.169 -0.11 -0.01 0.04 -0.174
Si -2.983 0.178 0.526 -0.07 0.02 -0.16 0.602
C -3.988 -0.963 1.644 -0.03 0.04 0.05 -0.183
C -3.159 1.992 1.012 0.04 -0.02 0.03 -0.313
C -4.280 2.796 0.795 -0.03 0.00 -0.01 -0.092
C -4.262 4.139 1.141 0.02 0.02 0.01 -0.084
C -3.123 4.695 1.716 -0.03 -0.02 -0.02 -0.084
C -2.008 3.904 1.947 0.00 0.03 -0.01 -0.091
C -2.014 2.552 1.596 -0.04 0.05 0.03 -0.321
Si -0.584 1.366 1.863 0.20 -0.10 -0.09 0.576
C -0.545 0.828 3.666 -0.03 0.08 0.07 -0.188
C 1.027 2.292 1.506 -0.05 0.04 0.10 -0.196
H -4.933 0.239 -1.016 0.02 0.01 0.01 0.038
H -3.791 -0.936 -1.617 0.02 0.03 -0.01 0.018
H -3.529 0.807 -1.894 0.04 -0.03 0.05 0.024
H -4.836 -0.421 2.072 0.02 -0.01 -0.02 0.036
H -3.394 -1.376 2.457 0.00 0.01 0.02 0.007
H -4.391 -1.800 1.068 0.04 0.00 0.00 0.024
H -5.177 2.378 0.349 0.01 0.01 0.00 0.101
H -5.135 4.758 0.967 0.00 -0.01 0.00 0.103
H -3.112 5.744 1.986 0.00 -0.01 0.00 0.103
H -1.128 4.350 2.400 -0.01 -0.02 -0.01 0.100
H -0.503 1.722 4.297 0.01 -0.03 0.00 0.037
H 0.332 0.218 3.892 -0.02 -0.03 -0.03 0.015
H -1.441 0.271 3.946 0.00 0.00 -0.03 0.024
H 1.102 3.173 2.153 0.01 0.00 -0.02 0.039
H 1.089 2.627 0.467 -0.05 -0.03 0.04 0.021
H 1.901 1.665 1.692 -0.02 0.02 -0.01 0.010
O 1.492 0.121 -0.685 -0.09 -0.08 -0.19 -0.563
S 2.373 -0.647 -1.662 -0.15 -0.01 0.25 1.046
C 3.713 0.513 -2.135 0.06 0.03 -0.07 -0.239
C 3.461 1.915 -1.673 0.02 0.03 -0.02 -0.274
C 2.740 2.800 -2.467 0.01 0.02 0.03 -0.048
C 2.551 4.112 -2.057 0.01 0.00 -0.01 -0.085
C 3.076 4.543 -0.846 0.01 0.01 -0.02 -0.076
C 3.793 3.661 -0.051 -0.01 0.00 0.01 -0.067
C 3.983 2.350 -0.460 0.00 0.00 -0.01 -0.025
C 3.328 -1.828 -0.662 0.07 -0.02 0.07 -0.249
C 4.137 -1.173 0.417 0.01 -0.07 0.03 -0.274
C 5.520 -1.069 0.282 0.00 0.02 0.03 -0.060
C 6.278 -0.414 1.243 0.01 -0.01 -0.01 -0.071
C 5.657 0.142 2.352 -0.01 0.00 0.02 -0.077
C 4.282 0.028 2.502 -0.03 -0.02 0.03 -0.068
C 3.523 -0.628 1.544 0.07 -0.02 -0.04 -0.046
H 3.767 0.454 -3.222 -0.04 0.00 0.00 0.096
H 4.642 0.130 -1.717 -0.01 0.00 -0.01 0.081
H 2.358 2.471 -3.429 0.00 0.00 0.01 0.112
H 2.023 4.809 -2.697 -0.02 -0.01 0.01 0.101
H 2.939 5.569 -0.531 0.00 -0.01 0.00 0.109
H 4.205 3.994 0.893 0.00 0.00 -0.01 0.114
H 4.544 1.661 0.163 -0.01 0.04 -0.03 0.103
H 3.959 -2.363 -1.376 -0.02 0.03 -0.03 0.108
H 2.572 -2.520 -0.289 -0.01 0.03 0.02 0.080
H 6.012 -1.512 -0.577 0.00 0.00 0.01 0.118
H 7.352 -0.344 1.127 -0.01 0.00 0.00 0.110
H 6.245 0.653 3.104 0.00 0.00 -0.01 0.109
H 3.793 0.452 3.371 0.02 0.00 -0.01 0.112
H 2.454 -0.721 1.659 -0.05 0.00 -0.01 0.085
```
Positions in Å, forces in eV/Å.

Net charge: +1
Energy relative to the best compared isomer or geometry (same formula, charge and spin) in eV: 0.000